# 1
{"formula": "C3H12O4", "method": "wB97M-V/def2-TZVPD", "e_tot_ev": -11492.148, "de_lowest_kcal_mol": 83.3, "gap_ev": 9.86, "mol_weight_da": 112.12, "smiles": "C=CCO.O.O.O", "homo_ev": -9.4, "elements": ["C", "C", "C", "O", "H", "H", "H", "H", "H", "H", "O", "H", "H", "O", "H", "H", "O", "H", "H"], "positions_angstrom": [[1.499618, -0.169645, 0.229872], [0.856888, 1.013656, 0.320487], [0.659752, 1.833945, 1.560711], [-0.236084, 1.079320, 2.428893], [1.036444, -0.918947, -0.332053], [2.354138, -0.331018, 0.974836], [0.098993, 1.329024, -0.424612], [1.628767, 1.876424, 2.037778], [0.392503, 3.018081, 1.198904], [-0.958038, 0.612118, 1.994080], [4.140956, 3.646177, -0.796335], [4.777161, 2.941575, -0.670492], [4.525133, 4.018962, -1.616411], [-4.143350, -3.718136, -2.494117], [-3.759165, -3.065758, -1.963585], [-3.933649, -4.688029, -2.340732], [-2.232640, -2.838705, -0.394589], [-1.935327, -3.781444, -0.259529], [-2.555562, -2.427966, -1.215427]], "forces_ev_per_angstrom": [[0.9, 2.6, 2.6], [-1.4, -0.6, -0.8], [0.2, 1.6, -1.3], [0.8, 1.5, 0.2], [0.4, -1.1, -1.4], [-1.5, -0.3, -1.0], [0.3, -0.9, 0.1], [0.0, 0.2, 0.8], [0.1, -3.3, 1.5], [0.3, 0.4, -0.6], [0.7, 0.3, -1.1], [0.0, -0.5, 0.5], [-0.7, 0.2, 0.5], [-1.5, -3.0, -2.3], [0.8, 0.1, 1.6], [0.1, 2.5, 0.4], [0.4, 0.0, 1.5], [-0.9, 1.7, -1.6], [1.1, -1.4, 0.4]], "lowdin_charge": [0.012, -0.204, -0.278, -0.081, 0.027, 0.091, 0.096, 0.092, 0.168, 0.080, -0.070, 0.023, 0.046, -0.059, -0.050, 0.086, -0.087, 0.083, 0.027]}

# 2
{"formula": "C24H22F3N2OP", "method": "wB97M-V/def2-TZVPD", "e_tot_ev": -47712.141, "gap_ev": 5.61, "mol_weight_da": 442.42, "homo_ev": -7.2, "elements": ["C", "C", "C", "C", "P", "C", "C", "C", "C", "C", "C", "C", "C", "N", "O", "C", "C", "H", "H", "H", "H", "H", "H", "H", "H", "H", "H", "H", "C", "N", "C", "C", "C", "C", "C", "C", "C", "F", "F", "F", "C", "C", "H", "H", "H", "H", "H", "H", "H", "H", "H", "H", "H"], "positions_angstrom": [[-0.044266, -4.311844, 4.994264], [1.105135, -4.022753, 4.257760], [1.032577, -3.163841, 3.158354], [-0.179717, -2.548252, 2.807441], [-0.134422, -1.216931, 1.539367], [1.355630, -0.303654, 2.173579], [2.593263, -0.403722, 1.510114], [3.750220, 0.158869, 2.052315], [3.688409, 0.883771, 3.234727], [2.475498, 0.962765, 3.934575], [1.315261, 0.356271, 3.422258], [0.331880, -1.666453, -0.104067], [-0.386289, -2.650667, -0.816919], [-0.919313, -3.438648, -1.536716], [-1.430747, -0.463714, 1.596277], [-1.347898, -2.897326, 3.516115], [-1.273004, -3.767857, 4.613350], [0.023226, -4.948241, 5.867360], [2.072909, -4.440326, 4.536970], [1.940194, -2.939640, 2.587504], [2.714497, -0.925611, 0.563281], [4.682637, -0.009661, 1.512318], [4.581559, 1.379932, 3.602525], [2.438844, 1.483587, 4.890628], [0.375888, 0.388807, 3.997555], [1.429833, -1.766593, -0.164240], [-2.312228, -2.468985, 3.219777], [-2.177251, -3.996572, 5.181821], [-2.280326, -1.746372, -3.589909], [-1.688851, -0.419964, -3.419773], [-1.763249, 0.399677, -4.648687], [-1.190720, 0.072841, -2.291844], [-0.947101, 1.512278, -2.208688], [-1.940818, 2.423653, -2.634744], [-1.621539, 3.737046, -2.919178], [-0.371865, 4.235479, -2.576694], [-0.126641, 5.722282, -2.722348], [0.771124, 6.209360, -1.806516], [0.344871, 6.088291, -3.961951], [-1.288722, 6.431407, -2.533319], [0.593729, 3.391194, -2.061598], [0.307325, 2.048947, -1.846059], [-2.689045, -1.756474, -4.606487], [-1.532424, -2.536026, -3.458188], [-3.124060, -1.940206, -2.915774], [-1.748553, -0.291734, -5.486066], [-2.718479, 0.926104, -4.753832], [-0.930006, 1.097891, -4.733938], [-1.144449, -0.519279, -1.382179], [-2.949959, 2.073671, -2.855371], [-2.307426, 4.373756, -3.451312], [1.564741, 3.803512, -1.831019], [1.080117, 1.399950, -1.452823]], "forces_ev_per_angstrom": [[-0.1, 0.3, -0.3], [0.0, 0.2, -0.3], [-0.2, -0.1, 0.3], [0.1, -0.6, 0.2], [-0.6, 0.5, -0.2], [0.3, -0.2, -0.1], [0.0, 0.3, 0.4], [-0.3, -0.1, -0.3], [-0.3, -0.1, 0.1], [-0.2, -0.2, -0.4], [0.2, 0.0, -0.3], [0.6, -0.5, 0.8], [-0.7, -1.9, -1.6], [1.2, 2.2, 2.0], [0.3, -0.1, 0.1], [0.3, 0.1, -0.1], [0.1, 0.2, -0.3], [0.0, 0.0, 0.0], [-0.3, 0.0, 0.0], [-0.3, 0.0, 0.3], [-0.2, 0.1, 0.3], [-0.1, 0.3, 0.2], [-0.1, -0.1, 0.1], [0.0, -0.1, -0.2], [0.5, 0.0, -0.4], [-0.9, -0.2, -0.5], [0.5, 0.0, 0.1], [0.3, 0.0, -0.2], [-0.4, -0.8, -0.4], [0.7, 1.6, 1.6], [0.0, -0.1, -0.6], [-2.1, -0.4, -1.4], [0.7, 1.5, 0.0], [0.2, -0.6, -0.6], [0.0, 0.0, 0.3], [0.0, 0.2, -0.1], [0.2, 1.4, -0.1], [-0.8, -0.7, -0.9], [-0.4, -0.5, 1.1], [1.1, -0.7, -0.2], [-0.1, 0.2, 0.3], [-0.3, -0.6, -0.4], [0.2, -0.2, 0.3], [-0.2, 0.3, 0.1], [0.5, 0.3, 0.2], [0.3, 0.0, 0.0], [0.2, -0.1, 0.4], [-0.2, -0.1, 0.2], [0.3, -0.4, -0.1], [0.3, 0.0, 0.0], [-0.4, 0.1, 0.3], [0.1, -0.1, 0.2], [-0.1, -0.1, 0.0]], "lowdin_charge": [-0.098, -0.088, -0.088, -0.262, 0.663, -0.262, -0.111, -0.097, -0.096, -0.081, -0.065, -0.304, -0.381, 0.069, -0.390, -0.068, -0.090, 0.095, 0.100, 0.106, 0.077, 0.102, 0.098, 0.100, 0.119, 0.023, 0.106, 0.100, -0.024, -0.095, -0.015, 0.090, -0.166, -0.023, 0.004, -0.111, -0.493, 0.119, 0.116, 0.111, 0.011, 0.029, 0.086, 0.067, 0.113, 0.090, 0.106, 0.110, 0.097, 0.126, 0.128, 0.129, 0.122]}

# 3
{"formula": "C4H10AlCl7O2", "method": "wB97M-V/def2-TZVPD", "e_tot_ev": -102649.321, "total_charge": -4, "gap_ev": 3.56, "mol_weight_da": 365.28, "homo_ev": 3.0, "elements": ["Al", "Cl", "Cl", "Cl", "Cl", "Cl", "Cl", "Cl", "C", "O", "C", "C", "O", "C", "H", "H", "H", "H", "H", "H", "H", "H", "H", "H"], "positions_angstrom": [[-1.788467, -0.496954, 0.663745], [1.263693, -1.510644, 2.447855], [-2.102757, -3.827084, 2.701005], [-1.965757, -0.142074, 4.099155], [-3.089957, 2.707376, 1.781065], [-5.187037, -1.432724, 0.741585], [-2.181037, -3.100534, -1.864065], [-3.315087, 1.005666, -2.100735], [1.364493, -2.057024, -1.133695], [0.411423, -0.982894, -1.163355], [1.224243, 0.138816, -1.562465], [0.715313, 1.525646, -1.054225], [0.312313, 1.445156, 0.298305], [0.987133, 2.249436, 1.270355], [1.948263, -2.071364, -0.213315], [2.072833, -2.217834, -1.946405], [0.766863, -2.951004, -0.955605], [1.342373, 0.180076, -2.645255], [2.251613, 0.103396, -1.200035], [-0.050087, 1.951376, -1.703085], [1.563713, 2.205286, -1.134255], [2.063723, 2.092636, 1.337165], [0.652603, 1.889236, 2.243215], [0.739593, 3.296036, 1.093035]], "forces_ev_per_angstrom": [[-1.3, -0.3, 0.8], [0.2, 0.3, -0.5], [0.0, -0.1, -0.1], [0.1, 0.1, -0.8], [0.4, 0.0, -0.2], [0.6, 0.2, 0.0], [0.3, 0.2, 0.2], [0.7, -0.1, 0.3], [-1.3, -1.9, 2.0], [2.6, 1.2, -1.0], [-0.8, 1.3, 0.7], [0.3, -0.6, 0.0], [0.0, -0.3, 0.0], [-0.6, -0.7, 0.0], [0.2, 0.9, 0.3], [-0.5, 0.6, -0.8], [-0.2, -0.1, -0.7], [-0.4, -0.1, -0.4], [0.0, -0.7, 0.6], [-0.6, -0.3, 0.3], [0.4, 0.1, 0.0], [0.3, -0.1, -0.7], [-0.5, 0.2, -0.1], [0.0, 0.1, 0.2]], "lowdin_charge": [0.715, -0.581, -0.672, -0.525, -0.686, -0.561, -0.604, -0.618, -0.177, -0.273, -0.207, -0.204, -0.301, -0.107, 0.018, 0.071, 0.063, 0.112, 0.104, 0.103, 0.100, 0.071, 0.082, 0.078]}

# 4
{"formula": "C5H11NO3", "method": "wB97M-V/def2-TZVPD", "e_tot_ev": -12992.473, "de_lowest_kcal_mol": 101.0, "gap_ev": [6.91, 7.06], "mol_weight_da": 133.15, "homo_ev": [-8.2, -8.2], "elements": ["C", "C", "N", "O", "O", "H", "H", "H", "H", "H", "C", "C", "C", "O", "H", "H", "H", "H", "H", "H"], "positions_angstrom": [[1.825693, 1.015956, -0.471610], [0.610438, -0.446099, 0.686597], [1.167394, -1.559790, 0.037395], [2.979708, 0.406888, -0.444790], [0.629231, -0.304935, 1.884261], [2.793548, -0.553093, -0.609347], [0.768091, -1.746071, -0.876355], [1.307831, -2.372946, 0.623275], [1.028928, 0.723817, -1.194325], [1.879791, 2.029810, -0.083548], [-1.867785, -0.937368, 0.214893], [-1.248877, 1.527505, 0.196665], [-0.896236, 0.136231, -0.328918], [-0.569253, 0.018723, -1.566007], [-1.589474, -1.934716, -0.121714], [-2.851087, -0.709499, -0.201177], [-1.929250, -0.909823, 1.302642], [-0.628192, 2.286499, -0.280112], [-2.292452, 1.741838, -0.045279], [-1.118047, 1.587074, 1.277454]], "forces_ev_per_angstrom": [[-0.6, -0.5, -0.2], [0.7, 0.3, 0.3], [-0.1, 0.0, 0.0], [-0.3, -0.2, 0.2], [0.0, -0.2, -0.1], [0.1, 0.4, 0.0], [-0.2, 0.0, 0.1], [0.0, 0.0, 0.0], [0.2, 0.1, 0.0], [-0.1, -0.1, 0.1], [0.4, 0.0, 0.1], [0.4, -0.1, 0.1], [-0.5, 0.2, -1.2], [-0.1, 0.1, 0.7], [0.0, 0.0, 0.0], [0.1, 0.1, 0.0], [0.0, 0.0, 0.0], [0.0, 0.0, -0.1], [0.1, 0.0, 0.0], [0.0, 0.0, 0.0]], "lowdin_charge": [0.020, -0.488, 0.104, 0.046, 0.067, 0.118, 0.100, 0.115, 0.076, 0.121, -0.025, -0.027, -0.617, -0.111, 0.080, 0.089, 0.086, 0.075, 0.088, 0.083]}

# 5
{"formula": "C8H12N2S", "method": "wB97M-V/def2-TZVPD", "e_tot_ev": -22302.521, "de_lowest_kcal_mol": 77.0, "gap_ev": 9.44, "mol_weight_da": 168.27, "homo_ev": -8.8, "elements": ["C", "C", "C", "C", "C", "C", "C", "C", "N", "N", "S", "H", "H", "H", "H", "H", "H", "H", "H", "H", "H", "H", "H"], "positions_angstrom": [[-3.110008, -0.576424, 0.150202], [-2.839272, -0.933370, 1.409919], [-1.884134, -0.370388, -0.472825], [1.311024, -1.094864, 1.635166], [0.906687, -0.548639, 0.359179], [1.445367, 0.266581, -1.940547], [0.963590, 1.972918, -0.171629], [1.514637, 0.571684, -0.473118], [-1.488190, -0.892981, 1.565819], [-0.988023, -0.632319, 0.448158], [1.391251, -2.276344, 0.282602], [-4.088417, -0.517693, -0.427320], [-3.602470, -0.904666, 2.255366], [-1.593594, -0.164696, -1.582275], [2.200016, -0.741185, 1.987363], [0.499615, -1.209830, 2.371614], [1.316807, -0.886577, -2.099636], [2.337834, 0.623336, -2.385323], [0.594918, 0.802577, -2.354998], [0.083138, 2.240962, -0.776495], [1.749091, 2.694340, -0.510311], [0.689472, 2.184320, 0.813428], [2.590667, 0.393249, -0.084350]], "forces_ev_per_angstrom": [[-2.5, 0.7, -4.5], [-0.2, 0.6, 3.2], [-0.2, 0.3, -3.8], [-2.4, -0.1, 0.2], [-3.9, -0.9, -0.3], [-0.9, -2.2, -0.1], [1.1, 0.6, -2.1], [0.4, -1.2, 1.9], [-1.4, -1.2, 3.9], [5.3, 1.4, -1.7], [0.1, 0.3, -0.3], [1.4, 0.0, 1.2], [1.6, -0.7, -1.1], [-0.7, -0.4, 2.4], [2.4, 0.7, 1.0], [0.4, -0.2, -0.4], [0.4, 2.2, 0.0], [0.8, 0.2, -0.9], [-0.1, -0.2, -0.3], [0.2, -0.6, 0.1], [-0.6, -0.4, 0.5], [-0.1, 0.1, 1.8], [-1.3, 0.9, -0.7]], "lowdin_charge": [-0.144, -0.173, -0.143, -0.402, -0.516, -0.086, -0.052, -0.416, 0.002, -0.104, 0.893, 0.115, 0.123, 0.141, 0.047, 0.074, 0.104, 0.065, 0.067, 0.081, 0.098, 0.057, 0.168]}